# 1
The following is a DFT calculation (ωB97M-V/def2-TZVPD) of a cluster of 2 separate species, C5H13NO2 in total at a distorted geometry.

Summary:
spin multiplicity: 1
energy relative to the best compared isomer or geometry (same formula, charge and spin): 455.5 kJ/mol

Geometry (Å):
C 0.51239 0.41897 -0.04958
C -0.89922 0.79056 0.39175
C -2.04882 -1.23293 -0.70365
C 2.12694 -1.40976 -0.17299
C -1.31873 2.17046 -0.08503
N 0.82553 -0.95295 0.30991
O 1.47172 1.35383 0.44724
O -1.64417 -2.22999 0.03349
H 1.33078 1.46299 1.39619
H -0.69406 -2.45832 -0.08194
H 0.77941 -1.05275 1.32120
H 0.60321 0.50347 -1.13659
H -0.98310 0.69432 1.47943
H -1.38390 -1.04977 -1.57464
H -1.76837 0.05343 -0.00880
H 2.29285 -2.43117 0.16951
H 2.95700 -0.77767 0.15957
H 2.11281 -1.40883 -1.26393
H -1.36166 2.19841 -1.17342
H -2.30285 2.42761 0.30221
H -0.60778 2.93008 0.24006

=====

# 2
The following is a DFT calculation (ωB97M-V/def2-TZVPD) of a structure of composition C15H13NO6PRhS at a distorted geometry.

Summary:
spin multiplicity: 1
energy relative to the best compared isomer or geometry (same formula, charge and spin): 136.2 kJ/mol

Geometry (Å):
Rh -0.01945 0.16193 -0.14724
O 1.09497 0.70566 1.73485
S 1.41015 -0.76815 1.68147
O 2.42902 -1.23430 2.55424
O 0.08645 -1.44595 1.86170
O 1.73969 -0.92226 0.17977
O -0.71274 -1.22209 -3.85926
C -0.91581 -0.93008 -2.71075
O -0.39436 0.10976 -2.10115
C -1.94344 -1.66547 -1.84165
P -1.28714 -1.70594 -0.14531
C -2.68724 -1.91746 0.98002
C -2.60592 -1.74012 2.36192
C -3.72244 -1.96529 3.15154
C -4.92471 -2.35817 2.58212
C -5.01346 -2.53188 1.20970
C -3.90350 -2.30792 0.41082
C -0.30728 -3.21846 -0.18023
C 0.75274 -3.33181 -1.07617
C 1.46992 -4.51442 -1.14098
C 1.13196 -5.58122 -0.32044
C 0.07021 -5.47001 0.56474
C -0.64726 -4.28702 0.64273
H -2.13547 -2.66687 -2.22077
H -2.85570 -1.06740 -1.88851
H -1.67223 -1.43275 2.80754
H -3.64754 -1.83204 4.22264
H -5.79261 -2.52696 3.20621
H -5.94512 -2.84202 0.75566
H -3.99144 -2.46231 -0.65478
H 1.03521 -2.50283 -1.71153
H 2.29910 -4.59747 -1.83035
H 1.70176 -6.50004 -0.36746
H -0.20061 -6.30298 1.19976
H -1.46457 -4.19837 1.34617
N -2.03330 2.55150 0.25783
C -1.29354 1.68148 0.11424
H -2.63603 3.32707 0.43674

=====

# 3
The following is a DFT calculation (ωB97M-V/def2-TZVPD) of an isolated molecule of C5H11NO2 at a distorted geometry.

Summary:
SMILES: CC(=O)NC[C@H](C)O
spin multiplicity: 1
energy relative to the best compared isomer or geometry (same formula, charge and spin): 87.3 kJ/mol

Geometry (Å):
C 0.86902 -2.12766 0.43376
C 1.45055 -0.77594 0.79356
O 2.64185 -0.58064 0.88888
N 0.58666 0.19412 1.40386
C -0.75662 0.40413 0.82902
C -0.86313 0.42829 -0.69793
C 0.07821 1.44034 -1.31821
O -2.15996 0.87264 -1.14093
H 0.78183 -2.08833 -0.65824
H -0.14667 -2.26813 0.78817
H 1.53516 -2.87185 0.85184
H 1.08310 1.08247 1.37162
H -1.46601 -0.28354 1.29566
H -1.06735 1.38542 1.20848
H -0.72776 -0.57476 -1.11571
H 0.16727 1.40600 -2.39639
H -0.26605 2.44728 -1.06092
H 1.09406 1.38742 -0.91561
H -2.83414 0.52271 -0.56093

=====

# 4
The following is a DFT calculation (ωB97M-V/def2-TZVPD) of a cluster of 2 separate species, C27H54ClN3O4PS2 in total at a distorted geometry.

Summary:
charge: +1
spin multiplicity: 1
E: -85005.6510 eV

Geometry (Å):
C -2.07265 -1.26235 -3.34062
C -1.71777 -1.76626 -1.87271
P -0.30128 -0.76992 -1.14128
C -0.22707 -1.08923 0.72710
C 1.22298 -0.67347 1.26197
C 1.34550 -1.20140 -1.95465
C 1.22587 -1.91395 -3.35261
N 2.57936 -2.52148 -3.62220
C 2.37191 -3.51530 -4.75252
C 3.70049 -4.30898 -5.06452
C 3.39466 -5.69737 -5.76628
S 3.93490 -5.53253 -7.54524
C 3.62274 -1.50185 -3.91160
C 3.68310 -0.30210 -2.88440
Cl 5.01838 -0.63152 -1.68867
C 2.33727 0.01977 -2.11608
C 1.68523 1.30676 -2.75749
C 2.53915 2.62312 -2.51313
C 2.71117 2.94674 -0.98851
C 3.07422 4.44372 -0.65408
C 4.23296 4.62529 0.40016
C 4.23050 3.57840 1.57582
C 2.81741 3.29888 2.20839
S 2.85860 3.14293 4.05554
C 1.12320 2.76369 4.40136
N 0.47352 2.07636 3.43447
N -0.81684 1.93525 3.86737
C -0.87737 2.52172 5.07451
O 0.33472 3.08322 5.46752
H -1.76719 -1.99310 -4.12874
H -3.17032 -1.02527 -3.38123
H -1.54497 -0.28467 -3.50782
H -2.60927 -1.59857 -1.21198
H -1.51088 -2.87275 -1.92770
H -0.99205 -0.46047 1.25928
H -0.35929 -2.18115 0.97234
H 1.20590 -0.75790 2.37551
H 2.00180 -1.34679 0.81475
H 1.39888 0.40862 0.99943
H 1.85835 -1.94671 -1.26726
H 0.44258 -2.71193 -3.24267
H 0.96086 -1.17900 -4.15325
H 2.90245 -3.08744 -2.82296
H 2.07949 -2.89897 -5.64337
H 1.54011 -4.20404 -4.44844
H 4.32952 -3.64411 -5.71100
H 4.25685 -4.47703 -4.09413
H 4.03747 -6.46157 -5.25402
H 2.31552 -5.96110 -5.67187
H 4.91569 -6.50181 -7.61621
H 4.61165 -2.03562 -3.83318
H 3.58319 -1.13861 -4.97665
H 4.00753 0.59656 -3.47433
H 2.63803 0.31152 -1.07008
H 1.51569 1.10801 -3.85447
H 0.66811 1.53588 -2.33628
H 1.94781 3.46866 -2.96793
H 3.51821 2.61243 -3.07159
H 3.42453 2.19799 -0.55602
H 1.71174 2.74577 -0.49785
H 3.44280 4.91244 -1.61166
H 2.16011 4.96771 -0.27155
H 4.23828 5.65582 0.85403
H 5.20828 4.51309 -0.14009
H 4.92770 3.87525 2.40635
H 4.64589 2.61941 1.15417
H 2.02523 4.02029 1.89097
H 2.48021 2.28925 1.84216
H -1.84733 2.54460 5.60596
C -8.73389 1.15329 4.80975
O -7.53790 0.41714 4.65318
C -7.63349 -0.53174 3.60016
C -6.26248 -1.09951 3.27515
O -5.50631 -0.26158 2.40357
C -4.93016 0.89330 3.01072
C -3.70354 0.57313 3.84738
O -4.09316 0.13827 5.14757
C -3.01286 -0.41583 5.86956
H -9.57655 0.48600 5.01899
H -8.60546 1.83306 5.65154
H -8.93742 1.74628 3.91158
H -8.06003 -0.05860 2.70778
H -8.29296 -1.34286 3.93475
H -6.40715 -2.03142 2.72235
H -5.69879 -1.34162 4.17792
H -5.67468 1.45430 3.57866
H -4.61230 1.52601 2.17764
H -3.09781 1.47443 3.96076
H -3.10983 -0.20635 3.35487
H -2.64384 -1.31890 5.37077
H -3.37201 -0.68967 6.86121
H -2.20144 0.31006 5.97590

=====

# 5
The following is a DFT calculation (ωB97M-V/def2-TZVPD) of an isolated molecule of H2NOP at a distorted geometry.

Summary:
SMILES: NP=O
spin multiplicity: 1
energy relative to the best compared isomer or geometry (same formula, charge and spin): 47.7 kJ/mol

Geometry (Å):
N -0.37226 -0.45294 -0.12561
P -0.11687 1.18429 0.08813
O 1.34178 1.28257 0.20833
H 0.53985 -0.96768 -0.08448
H -1.39250 -1.04624 -0.08637

=====

# 6
The following is a DFT calculation (ωB97M-V/def2-TZVPD) of a cluster of 2 separate species, C30H42N3O5 in total at a distorted geometry.

Summary:
charge: +1
spin multiplicity: 1
E: -46490.9168 eV

Geometry (Å):
C -2.74951 4.29127 -2.19122
O -3.30155 3.34017 -3.12735
C -3.03815 2.02451 -2.91215
C -2.25884 1.51302 -1.87275
C -2.47761 0.21269 -1.42475
C -1.86860 -0.24829 -0.12465
C -2.89175 -0.23334 1.01677
C -3.42688 1.16682 1.33281
O -4.03451 1.92916 0.57828
N -3.13501 1.42110 2.63737
C -3.47156 2.68569 3.24440
C -2.40076 0.37574 3.34228
C -0.99920 0.87123 3.72170
C -3.18413 -0.02980 4.60417
N -2.33937 -0.66352 2.30054
C -1.74127 -1.87479 2.42587
C -1.04897 -2.30064 3.54619
C -0.25305 -3.48615 3.58109
C 0.22100 -4.03023 4.86850
C 0.58843 -5.38949 4.95138
C 1.08123 -5.92359 6.14221
C 1.21756 -5.11229 7.27602
C 0.80817 -3.77781 7.22428
C 0.32613 -3.23105 6.03050
C -3.30672 -0.65057 -2.14095
C -3.98872 -0.19817 -3.27623
O -4.93443 -0.87911 -3.97461
C -5.10399 -2.28808 -3.72627
C -3.78139 1.13012 -3.71501
O -4.47738 1.60802 -4.78636
C -5.84405 2.08137 -4.55016
H -3.10759 5.26065 -2.54099
H -3.11190 4.08973 -1.17089
H -1.64935 4.25903 -2.21199
H -1.58472 2.17364 -1.31769
H -1.48529 -1.27257 -0.23141
H -1.03040 0.40724 0.16296
H -3.75228 -0.87601 0.75186
H -3.99938 3.29418 2.50737
H -4.11259 2.52823 4.11965
H -2.56342 3.20929 3.56748
H -0.49880 1.27616 2.83040
H -1.08671 1.64971 4.49156
H -0.39164 0.05379 4.11757
H -4.26019 -0.05424 4.38550
H -2.87896 -1.00777 4.98243
H -3.00377 0.72315 5.38362
H -1.83321 -2.52530 1.54652
H -1.11000 -1.68937 4.44825
H -0.45941 -4.25911 2.83699
H 0.44466 -6.02487 4.07244
H 1.34022 -6.98030 6.18988
H 1.57716 -5.53685 8.21440
H 0.83828 -3.14848 8.11414
H 0.01328 -2.18300 6.00878
H -3.45644 -1.67460 -1.78014
H -5.81129 -2.61404 -4.49026
H -4.15277 -2.83196 -3.83460
H -5.52106 -2.46269 -2.72327
H -6.17174 2.43762 -5.52681
H -6.46549 1.24640 -4.20658
H -5.83024 2.89681 -3.81710
O -0.02778 -5.31041 0.96160
C 1.37709 -5.37302 0.73953
C 1.97129 -4.00680 1.05359
C 3.46180 -4.03823 1.40478
C 3.67738 -2.91908 2.43206
C 2.30369 -2.56862 3.00522
N 1.31016 -3.28215 2.17440
H -0.40031 -6.17012 0.70111
H 1.83694 -6.16933 1.35619
H 1.57629 -5.57192 -0.33165
H 1.83082 -3.41502 0.12270
H 3.72685 -5.01230 1.83808
H 4.08218 -3.93264 0.50655
H 4.37907 -3.21068 3.21543
H 4.07866 -2.01801 1.96200
H 2.20831 -2.91369 4.04057
H 2.08587 -1.48638 3.00482
H 0.66966 -2.60602 1.75901